Computed, not measured: C50H61BrN7O9SSn as an isolated structure in a non-equilibrium geometry, with ωB97M-V with the def2-TZVPD basis set.

```
130
Properties=species:S:1:pos:R:3:forces:R:3
Sn -0.581 -0.299 1.359 -0.344 -0.291 0.690
Br -0.772 -1.638 -1.409 0.247 -0.262 -0.151
S 1.151 4.736 -2.125 0.091 0.171 0.037
O -0.580 1.127 -0.272 -0.109 -0.514 0.891
O -2.052 1.706 1.255 0.527 0.029 -0.174
O -2.561 -0.948 0.832 0.842 0.540 0.292
O 2.207 4.867 -1.162 0.072 -0.071 0.006
O 6.252 -0.929 1.646 0.065 -0.069 -0.093
O 1.427 -2.720 3.045 0.051 -0.083 -0.055
O 0.378 5.880 -2.511 -0.097 -0.080 -0.054
O 3.074 -2.529 0.585 0.021 -0.186 0.030
O 2.074 -0.058 6.052 0.151 -0.012 0.101
N 2.074 -0.075 3.501 0.214 0.103 0.139
N 0.082 3.591 -1.607 -0.203 0.002 0.175
N -0.611 -2.726 1.939 0.311 0.530 -0.427
N 3.836 -0.122 2.065 0.106 0.059 -0.110
N 1.686 -0.260 1.195 -1.136 -0.373 -0.615
N -2.606 -3.573 1.031 -0.004 -0.036 -0.199
N -0.748 -4.928 1.468 0.190 -0.144 -0.090
C 6.977 1.461 4.351 -0.038 -0.014 -0.016
C 4.836 0.433 2.898 -0.177 0.017 0.067
C -1.618 0.092 4.190 0.261 0.090 0.337
C 0.562 -3.287 2.430 -0.341 -0.148 0.050
C -3.037 -0.625 -2.784 0.155 -0.072 -0.099
C -2.502 -0.861 -1.539 0.083 0.024 0.238
C -3.153 -0.592 -0.326 -0.227 0.102 -0.236
C 5.694 1.913 4.595 0.036 -0.033 0.030
C -2.142 2.844 -0.874 0.171 -0.220 0.051
C -1.214 4.035 -1.075 0.219 0.101 -0.076
C 3.024 -0.967 -2.746 -0.116 -0.033 0.069
C -4.760 -1.270 -5.077 -0.005 0.034 0.039
C -4.339 -0.156 -2.877 -0.207 0.029 0.035
C 2.493 -0.178 2.238 0.191 0.279 -0.052
C 2.879 -1.670 -0.447 -0.162 0.078 -0.013
C -4.450 -0.039 -0.409 -0.012 -0.230 0.208
C 3.189 3.708 -3.621 -0.063 -0.012 0.126
C -6.194 1.509 0.580 0.034 -0.046 -0.038
C -4.699 0.339 2.157 -0.104 -0.076 -0.129
C 0.549 -4.778 2.099 -0.083 -0.051 -0.085
C 7.561 -1.327 1.259 -0.024 0.005 -0.006
C 1.513 3.000 -5.723 0.006 0.007 0.001
C 2.191 -0.066 7.468 0.027 0.001 0.005
C -4.999 0.118 -1.686 -0.001 0.085 0.036
C -6.369 -0.975 0.855 -0.012 0.084 -0.003
C 0.833 -0.015 5.506 -0.017 0.038 -0.007
C -1.572 0.087 5.569 -0.089 0.002 -0.055
C 3.434 1.971 -6.989 -0.037 0.131 -0.008
C -5.393 0.213 0.792 0.058 -0.105 -0.005
C 3.703 3.066 -4.738 -0.044 -0.058 -0.053
C 3.862 -3.687 0.353 -0.058 0.080 -0.008
C 6.143 -0.001 2.637 0.057 -0.097 0.104
C 2.875 2.693 -5.793 0.052 -0.083 0.011
C 2.399 0.226 -2.432 0.027 0.094 -0.069
C -6.516 0.199 -4.131 0.056 0.016 0.018
C -5.002 0.000 -4.247 0.035 0.014 -0.002
C 2.035 0.478 -1.116 0.200 0.014 0.048
C 1.831 3.973 -3.562 0.010 -0.064 -0.039
C 0.987 3.633 -4.613 -0.005 0.080 0.086
C -1.584 1.850 0.120 -0.459 0.516 -0.029
C -0.418 0.042 3.483 -0.246 -0.268 -1.724
C -4.397 1.218 -4.959 -0.035 -0.036 -0.031
C 3.281 -1.909 -1.754 0.044 -0.033 -0.172
C 2.226 -0.466 -0.121 0.151 0.058 0.045
C -0.344 0.031 6.226 -0.052 -0.021 0.068
C 4.626 1.410 3.859 -0.023 0.066 -0.024
C -1.358 -3.739 1.434 0.140 0.134 0.253
C 0.816 -0.024 4.095 -0.542 0.141 0.464
C 7.205 0.512 3.359 0.084 0.027 0.030
C -1.274 -6.175 0.950 -0.149 0.116 0.106
H -2.279 2.320 -1.822 -0.058 0.000 -0.012
H 3.782 -2.831 -2.019 -0.023 0.019 0.064
H -3.316 1.110 -5.081 -0.040 0.008 -0.005
H 0.866 2.735 -6.551 -0.001 -0.022 0.042
H -4.590 2.129 -4.388 0.033 -0.016 -0.021
H -2.092 -6.553 1.567 0.012 -0.011 0.002
H 2.700 1.287 -7.415 0.021 0.007 0.000
H -1.104 4.576 -0.131 0.016 0.052 -0.004
H 8.214 0.181 3.162 -0.027 -0.008 -0.002
H -1.629 -6.051 -0.075 0.032 -0.007 -0.007
H -6.959 0.192 -5.128 0.015 0.027 0.027
H -6.943 -1.064 -0.071 0.011 -0.029 0.037
H 7.812 1.845 4.921 -0.024 0.004 -0.022
H 4.201 -0.512 1.210 -0.084 0.009 -0.066
H 1.590 1.420 -0.841 0.034 -0.134 -0.043
H -2.563 0.139 3.666 0.058 -0.004 0.017
H -1.639 4.718 -1.805 -0.095 0.037 0.036
H 8.091 -1.808 2.082 -0.031 -0.006 0.034
H 3.815 3.984 -2.782 0.026 -0.007 -0.055
H 8.140 -0.475 0.900 -0.008 0.020 -0.002
H -5.094 -2.151 -4.524 0.007 0.000 -0.062
H 0.636 -5.386 3.000 0.020 0.046 0.046
H 1.779 0.846 7.903 -0.029 0.025 -0.028
H -6.024 0.458 -1.740 0.080 0.007 -0.016
H -5.827 -1.911 1.017 -0.044 0.028 0.002
H -6.878 1.449 -0.267 0.036 0.053 0.022
H -2.900 -2.593 0.947 0.055 -0.082 0.029
H 3.637 1.814 4.027 -0.006 -0.048 -0.007
H 1.694 -0.936 7.900 -0.016 -0.025 -0.027
H 5.514 2.665 5.352 -0.011 -0.005 -0.043
H -5.525 2.360 0.433 -0.042 -0.012 0.011
H -7.072 -0.837 1.682 0.035 -0.033 -0.031
H 1.366 -5.031 1.419 0.018 0.043 0.011
H -4.845 1.336 -5.949 0.051 0.004 0.027
H -0.477 -6.913 0.947 0.008 0.003 -0.015
H 3.709 2.687 -7.768 0.007 -0.042 0.000
H -3.098 3.194 -0.496 -0.056 -0.010 -0.020
H -5.321 -1.220 -6.013 0.049 0.013 0.020
H -0.318 0.022 7.306 0.010 0.023 -0.023
H -2.489 0.125 6.143 0.048 -0.001 0.024
H 3.254 -0.117 7.675 0.035 -0.004 0.022
H -6.977 -0.607 -3.555 -0.028 0.052 -0.019
H -3.892 1.061 2.114 -0.021 0.044 0.078
H -0.069 3.869 -4.542 0.046 -0.055 -0.076
H 2.182 0.956 -3.203 0.097 0.010 0.079
H -6.799 1.700 1.468 0.009 0.022 -0.027
H 3.367 -4.370 -0.344 0.006 0.002 0.017
H -3.706 -1.404 -5.328 -0.043 -0.007 0.000
H 4.846 -3.427 -0.043 0.000 0.027 0.013
H -2.456 -0.846 -3.670 0.004 -0.024 0.061
H 2.806 -0.199 4.187 0.021 0.038 0.037
H -6.765 1.157 -3.669 -0.023 -0.061 0.026
H 3.311 -1.181 -3.768 0.015 0.010 0.039
H 3.977 -4.160 1.324 -0.003 -0.030 0.005
H 4.328 1.406 -6.727 -0.004 0.009 -0.009
H 0.549 2.949 -0.976 -0.012 0.061 -0.138
H 4.760 2.831 -4.785 -0.006 0.029 0.011
H -5.433 0.676 2.893 0.000 -0.043 -0.045
H 7.430 -2.041 0.452 0.002 -0.003 -0.027
H -4.303 -0.618 2.490 0.025 -0.015 0.014
H -3.094 -4.298 0.536 0.030 -0.065 0.066
```
Positions in Å, forces in eV/Å.

Results
* total charge: +1
* spin multiplicity: 1
* frontier orbital gap: 7.687 eV
* highest occupied orbital energy: -10.24 eV